Entry 1:
One molecule with the formula C4H4N2OS in a non-equilibrium geometry. Source: OMol25; level of theory: wB97M-V/def2-TZVPD.

Properties
E   -20073.7521 eV
HOMO   -9.7 eV
SMILES   N#C[C@@H]1SN=C[C@H]1O
Energy relative to the best compared isomer or geometry (same formula, charge and spin)   1.978 eV
LUMO energy   0.49 eV
Multiplicity   1
Frontier orbital gap   10.2 eV
Charge   0

Geometry as XYZ:
```
12
Properties=species:S:1:pos:R:3:nbo_charge:R:1
N 2.741 -0.794 0.474 -0.3002
C 1.727 -0.590 -0.018 0.2536
C 0.416 -0.219 -0.723 -0.5365
S 0.091 1.483 -0.495 0.4748
N -0.863 1.177 0.938 -0.5012
C -1.003 -0.052 1.167 0.0650
C -0.571 -1.049 0.035 0.0326
O -1.831 -1.413 -0.580 -0.6875
H 0.497 -0.585 -1.815 0.2989
H -1.416 -0.514 2.054 0.2123
H -0.131 -1.892 0.455 0.2151
H -2.327 -0.666 -0.778 0.4731
```

Entry 2:
One molecule with the formula C4H4N2S in a non-equilibrium geometry. Source: OMol25; level of theory: wB97M-V/def2-TZVPD.

Properties
E   -18024.3430 eV
HOMO   -8.9 eV
SMILES   C#CC(=S)NN=C
Energy relative to the best compared isomer or geometry (same formula, charge and spin)   3.898 eV
LUMO energy   -0.72 eV
Multiplicity   1
Frontier orbital gap   8.2 eV
Charge   0

Geometry as XYZ:
```
11
Properties=species:S:1:pos:R:3:nbo_charge:R:1
C -0.504 2.153 -0.108 -0.1358
C -0.789 0.982 0.030 -0.1068
C -1.265 -0.329 0.007 -0.0246
S -2.868 -0.628 0.076 -0.0278
N -0.347 -1.372 -0.045 -0.4122
N 1.019 -1.275 -0.291 -0.2334
C 1.742 -0.419 0.296 -0.0941
H -0.331 3.150 -0.536 0.2563
H -0.764 -2.202 -0.466 0.4106
H 1.329 0.378 0.949 0.1765
H 2.778 -0.439 0.088 0.1913
```

Entry 3:
An isolated ion of composition C4H4N3S and charge +1 in a non-equilibrium geometry. Source: OMol25; level of theory: wB97M-V/def2-TZVPD.

Properties
E   -19504.3453 eV
HOMO (spin up / spin down)   -13.4 / -13.4 eV
Energy relative to the best compared isomer or geometry (same formula, charge and spin)   3.311 eV
LUMO energy (spin up / spin down)   -6.56 / -6.56 eV
Multiplicity   1
Frontier orbital gap (spin up / spin down)   6.9 / 6.9 eV
Charge   +1

Geometry as XYZ:
```
12
Properties=species:S:1:pos:R:3:nbo_charge:R:1
C 1.514 -0.519 2.417 -0.0533
C 1.677 0.102 1.191 -0.2965
C -0.755 -0.528 1.018 0.6806
C -0.111 0.318 -1.082 -0.3635
N 0.424 -1.027 2.892 -0.0748
N -0.650 -1.101 2.093 -0.2035
N -1.083 -0.197 -0.173 -0.5758
S 1.420 0.945 -0.153 0.6637
H 2.454 -0.562 2.900 0.2545
H 0.146 -0.448 -1.703 0.2450
H -0.333 1.169 -1.587 0.2405
H -2.092 0.108 -0.390 0.4833
```

Entry 4:
C4H4N3S as an isolated structure in a non-equilibrium geometry. Source: OMol25; level of theory: wB97M-V/def2-TZVPD.

Properties
E   -19507.6390 eV
HOMO   -14.7 eV
Energy relative to the best compared isomer or geometry (same formula, charge and spin)   0.018 eV
LUMO energy   -4.48 eV
Multiplicity   1
Frontier orbital gap   10.2 eV
Charge   +1

Geometry as XYZ:
```
12
Properties=species:S:1:pos:R:3:nbo_charge:R:1
C 0.239 1.509 -0.038 -0.0219
C 1.632 1.628 -0.082 -0.3596
C -1.106 -1.877 -0.080 0.1984
C 0.895 -0.695 -0.062 0.0890
N 0.047 -2.363 0.117 -0.2362
N -1.364 -0.522 -0.025 -0.3960
N -0.125 0.186 -0.017 -0.1662
S 2.374 0.051 0.014 0.6549
H -0.453 2.352 -0.129 0.2767
H 2.137 2.445 0.184 0.2577
H -1.977 -2.477 0.006 0.2509
H -2.300 -0.236 0.112 0.4523
```

Entry 5:
One molecule with the formula C4H4N4 in a non-equilibrium geometry. Source: OMol25; level of theory: wB97M-V/def2-TZVPD.

Properties
E   -10168.2200 eV
HOMO   -9.4 eV
SMILES   [H]/N=c1\nccncn1
Energy relative to the best compared isomer or geometry (same formula, charge and spin)   4.618 eV
LUMO energy   -1.32 eV
Multiplicity   1
Frontier orbital gap   8.1 eV
Charge   0

Geometry as XYZ:
```
12
Properties=species:S:1:pos:R:3:nbo_charge:R:1
H -2.885 0.762 -0.346 0.3866
N -2.626 -0.335 -0.093 -0.5429
C -1.411 -0.432 -0.230 0.4793
N -0.907 1.068 0.177 -0.4164
C 0.328 1.520 0.141 0.0150
C 1.473 0.575 -0.118 0.1005
N 1.657 -0.743 -0.244 -0.4608
C 0.657 -1.769 0.109 0.2848
N -0.663 -1.636 0.109 -0.4542
H 0.653 2.538 0.142 0.2045
H 2.438 1.120 -0.234 0.1810
H 1.286 -2.668 0.587 0.2228
```

Entry 6:
One molecule with the formula C4H4N4 in a non-equilibrium geometry. Source: OMol25; level of theory: wB97M-V/def2-TZVPD.

Properties
E   -10167.4860 eV
HOMO   -9.1 eV
SMILES   C1=NN=C2C=NN[C@H]12
Energy relative to the best compared isomer or geometry (same formula, charge and spin)   5.352 eV
LUMO energy   -0.07 eV
Multiplicity   1
Frontier orbital gap   9.0 eV
Charge   0

Geometry as XYZ:
```
12
Properties=species:S:1:pos:R:3:nbo_charge:R:1
C -1.641 1.134 -0.248 0.0246
N -1.022 1.989 0.511 -0.2153
N 0.396 1.731 0.730 -0.2621
C 0.613 0.444 0.495 0.1613
C 1.754 -0.602 0.553 -0.1062
N 1.388 -1.525 -0.423 -0.1433
N 0.159 -1.192 -0.982 -0.3781
C -0.538 -0.025 -0.127 -0.1909
H -2.669 1.185 -0.515 0.2306
H 2.835 -0.500 0.866 0.2475
H -0.315 -1.921 -1.360 0.3780
H -0.960 -0.720 0.499 0.2540
```

Entry 7:
One molecule with the formula C4H4N4 in a non-equilibrium geometry. Source: OMol25; level of theory: wB97M-V/def2-TZVPD.

Properties
E   -10169.6768 eV
HOMO   -7.9 eV
SMILES   c1ncn2cn[nH]c12
Energy relative to the best compared isomer or geometry (same formula, charge and spin)   3.161 eV
LUMO energy   0.80 eV
Multiplicity   1
Frontier orbital gap   8.7 eV
Charge   0

Geometry as XYZ:
```
12
Properties=species:S:1:pos:R:3:nbo_charge:R:1
C -1.245 -1.159 -0.052 -0.1945
N -2.162 -0.024 0.141 -0.3903
C -1.349 1.004 0.051 0.1343
N -0.009 0.687 -0.036 -0.3657
C 1.268 1.072 -0.123 0.0994
N 2.061 0.022 -0.012 -0.2209
N 1.343 -0.943 0.178 -0.3096
C 0.087 -0.729 -0.125 0.2085
H -1.465 -2.198 -0.356 0.2137
H -1.704 2.050 -0.187 0.2067
H 1.548 2.089 0.383 0.2219
H 1.627 -1.870 0.137 0.3964
```

Entry 8:
One molecule with the formula C4H4N4 in a non-equilibrium geometry. Source: OMol25; level of theory: wB97M-V/def2-TZVPD.

Properties
E   -10167.3607 eV
HOMO   -9.4 eV
SMILES   [H]/N=c1\ccnncn1
Energy relative to the best compared isomer or geometry (same formula, charge and spin)   5.477 eV
LUMO energy   -0.75 eV
Multiplicity   1
Frontier orbital gap   8.6 eV
Charge   0

Geometry as XYZ:
```
12
Properties=species:S:1:pos:R:3:nbo_charge:R:1
H 0.541 0.421 -2.536 0.3443
N 1.113 0.592 -1.802 -0.5933
C 0.725 -0.023 -0.819 0.3691
C -0.452 -0.828 -0.642 -0.2875
C -1.279 -0.053 0.093 -0.0838
N -0.994 1.261 0.596 -0.0825
N 0.036 1.259 1.336 -0.1702
C 0.881 0.306 1.572 0.1632
N 1.393 -0.376 0.542 -0.4016
H -0.930 -1.735 -1.269 0.2670
H -2.275 -0.546 0.402 0.2242
H 1.241 -0.278 2.526 0.2510
```

Entry 9:
One molecule with the formula C4H4N4 in a non-equilibrium geometry. Source: OMol25; level of theory: wB97M-V/def2-TZVPD.

Properties
E   -10167.4106 eV
HOMO   -8.8 eV
SMILES   N#CC(C#N)=C(N)N
Energy relative to the best compared isomer or geometry (same formula, charge and spin)   5.427 eV
LUMO energy   -0.14 eV
Multiplicity   1
Frontier orbital gap   8.7 eV
Charge   0

Geometry as XYZ:
```
12
Properties=species:S:1:pos:R:3:nbo_charge:R:1
N -2.665 -1.571 0.432 -0.3238
C -1.503 -1.305 -0.232 0.2643
C -0.237 -0.863 -0.251 -0.4855
C 0.875 -1.824 -0.176 0.2994
N 2.080 -2.084 -0.269 -0.3408
C 0.096 0.348 -0.111 0.4805
N -0.905 1.245 -0.572 -0.7765
N 1.221 0.848 0.407 -0.8161
H -1.852 0.747 -0.404 0.4231
H -0.789 2.123 -0.287 0.3695
H 2.132 0.293 0.909 0.4688
H 1.548 2.043 0.555 0.4370
```

Entry 10:
C4H4N4O as an isolated structure in a non-equilibrium geometry. Source: OMol25; level of theory: wB97M-V/def2-TZVPD.

Properties
E   -12213.8380 eV
HOMO   -10.2 eV
Energy relative to the best compared isomer or geometry (same formula, charge and spin)   6.672 eV
LUMO energy   -1.06 eV
Multiplicity   1
Frontier orbital gap   9.1 eV
Charge   0

Geometry as XYZ:
```
13
Properties=species:S:1:pos:R:3:nbo_charge:R:1
C -1.749 -0.199 0.414 0.3138
C -1.390 1.211 -0.137 -0.0265
C 0.548 -0.725 -0.176 -0.1695
C 1.731 -1.064 -0.226 -0.0907
H -0.948 -0.280 1.516 0.1644
H -2.153 1.944 -0.643 0.2339
H -0.376 -1.260 -0.607 0.2779
H 2.200 -2.084 -0.802 0.2364
N -0.234 1.636 -0.259 -0.1507
N 0.627 0.646 0.160 -0.1047
N 2.676 -0.059 0.305 -0.2084
N 1.897 1.020 0.321 0.0178
O -2.829 -0.786 0.135 -0.4939
```